An isolated molecule of C5H8ClI in a non-equilibrium geometry. Source: OMol25; level of theory: ωB97M-V/def2-TZVPD.

Computed properties:
F_max: 5.1 eV Å⁻¹
Spin multiplicity: 1
Energy relative to the best compared isomer or geometry (same formula, charge and spin): 2.312 eV

Last column: Löwdin charge in e.
Geometry (Å):
I -3.515145 0.592544 0.215630  0.626
Cl -1.446054 -2.736646 -0.113837  0.595
C 2.057268 0.089189 0.531708  -0.080
C -0.341253 1.006042 -0.322245  -0.271
C 0.892621 0.183074 -0.342652  -0.137
C -0.962982 -1.123874 0.337443  -0.661
C -1.452117 -0.017359 -0.462056  -0.798
H 2.484887 1.039242 0.261226  0.089
H -0.598297 1.501948 0.604958  0.100
H 2.738870 -0.623310 0.339594  0.035
H -0.578626 -1.005496 1.341086  0.072
H -1.553978 -0.313976 -1.540061  0.096
H 1.695020 -0.020243 1.620338  0.120
H 1.056929 -0.230614 -1.314710  0.108
H -0.477146 1.659473 -1.156422  0.104

Atoms 1-2, force components in eV/Å:
0.357 0.097 -0.326
0.113 0.462 0.426



An isolated molecule of C4H10BN in a non-equilibrium geometry. Source: OMol25; level of theory: ωB97M-V/def2-TZVPD.

Computed properties:
F_max: 5.6 eV Å⁻¹
Spin multiplicity: 1
Energy relative to the best compared isomer or geometry (same formula, charge and spin): 3.853 eV

Last column: Löwdin charge in e.
Geometry (Å):
N -0.036229 -0.998323 -0.754001  0.069
C 1.026186 -0.770386 1.488531  -0.026
C -0.500323 0.948498 0.622078  0.077
C -0.233275 -0.526367 0.640937  -0.405
C -0.709444 1.209033 -1.916755  0.108
B -0.183816 -0.200526 -1.893277  -0.399
H -1.153776 -0.901624 0.947983  0.113
H 0.241145 -0.689290 -2.952219  0.071
H -0.298145 1.988584 -2.487122  0.017
H 1.071245 -0.023632 2.175556  0.034
H 1.858724 -0.796397 0.902644  0.051
H 0.278649 1.512549 0.872519  0.013
H 0.823404 -1.766265 2.007832  0.111
H -1.493968 1.641220 -1.433319  -0.017
H -1.446389 1.437329 0.791814  0.072
H -0.018310 -2.004138 -0.729814  0.111

Atoms 1-2, force components in eV/Å:
-0.489 -0.128 1.198
-4.047 -3.799 0.359



A cluster of 10 separate species, C15H44B6F24N4O4 in total in a non-equilibrium geometry. Source: OMol25; level of theory: ωB97M-V/def2-TZVPD.

Computed properties:
F_max: 4.4 eV Å⁻¹
Spin multiplicity: 1
Energy relative to the best compared isomer or geometry (same formula, charge and spin): 1.195 eV
Charge: -2

Last column: Löwdin charge in e.
Geometry (Å):
F -9.757575 -9.266000 16.591578  0.058
F -5.900830 -19.944363 9.381540  0.031
F -14.117893 -15.562095 17.142188  0.100
F -10.030865 -11.389819 15.921953  0.054
F -5.066832 -18.137680 8.398689  0.152
F -7.898142 -23.208683 19.370453  0.134
F -6.703706 -25.056100 19.918432  0.029
F -18.050329 -12.277444 12.010881  0.058
F -17.187948 -14.230833 12.756980  0.087
F -4.919981 -19.884346 7.182303  0.080
F -3.475952 -19.586000 8.892161  0.009
F -7.021984 -24.495221 17.778921  0.109
F -9.266958 -9.848037 14.397156  0.055
F -8.711869 -25.305245 19.023339  0.142
F -7.838383 -10.463333 16.078554  0.057
F -13.754959 -17.224921 18.686866  0.101
F -14.353364 -15.136344 19.413249  0.069
F -17.424862 -13.815851 10.391804  0.029
F -15.908066 -12.731136 11.559599  0.101
F -14.042583 -20.388942 13.800571  0.088
F -14.258049 -22.531270 13.048205  0.074
F -12.491920 -21.347474 12.271499  0.083
F -12.544191 -21.889222 14.467629  0.052
F -12.379636 -15.578180 18.576861  0.127
O -12.165981 -28.679899 11.538052  -0.174
O -8.344961 -16.617184 14.418089  0.148
O -3.556772 -16.590743 19.059484  -0.166
O -1.287260 -22.936355 12.986326  -0.163
N -10.837121 -26.412485 12.782413  0.249
N -0.039779 -15.731438 18.427404  0.216
N -10.626949 -17.293721 14.119700  0.120
N 0.702093 -21.782411 11.390733  0.231
C -9.109701 -17.551691 14.226225  -0.326
C -9.745473 -25.697395 10.637583  -0.023
C -11.168555 -27.944847 10.862390  -0.223
C -10.980629 -26.461493 11.216814  -0.256
C 0.521038 -23.388721 11.477060  -0.198
C -1.837560 -16.273828 16.828622  -0.022
C -8.752220 -19.008796 14.539037  0.026
C -1.581629 -15.672746 18.258585  -0.226
C -13.545788 -28.209445 11.285088  -0.030
C -4.359459 -17.379306 19.906679  -0.071
C -0.085936 -23.667788 12.877502  -0.190
C -2.304866 -23.562499 12.266919  -0.097
C 2.010324 -23.891560 11.366531  -0.042
C -10.862408 -16.452370 12.879931  0.043
C -2.199305 -16.570404 19.354242  -0.219
B -9.192281 -10.250737 15.751817  -1.223
B -4.858534 -19.446707 8.505456  -1.272
B -13.680941 -15.877428 18.424433  -1.396
B -7.637282 -24.489995 18.995507  -1.414
B -13.338395 -21.523629 13.357716  -1.294
B -17.144978 -13.309400 11.702122  -1.276
H -3.179266 -23.010170 12.611107  0.115
H -14.216180 -29.068548 11.309750  0.094
H -11.838870 -25.862793 10.911722  0.152
H 0.387511 -15.275862 19.221113  0.163
H -10.912707 -17.065438 11.980090  0.113
H -13.592669 -27.674870 10.336337  0.091
H -11.029504 -16.983013 14.992349  0.197
H -10.223058 -28.449770 11.060340  0.135
H -0.189810 -21.469448 11.034836  0.158
H -11.741637 -15.870456 13.156418  0.123
H 2.695079 -23.446629 10.644554  0.081
H 0.257298 -16.695485 18.477110  0.160
H -11.337404 -25.605317 13.126363  0.175
H -1.927113 -14.650561 18.413162  0.164
H -9.901636 -26.547046 13.138596  0.168
H -4.033485 -18.419270 19.924364  0.093
H -1.980888 -16.070280 20.297780  0.136
H -0.152143 -24.754015 12.815517  0.141
H -9.563855 -24.681207 10.987543  0.101
H -8.954657 -19.644230 13.676861  0.093
H -1.838339 -17.597448 19.299454  0.135
H -11.078420 -18.184000 13.965752  0.164
H -13.807813 -27.467956 12.039832  0.089
H -10.072026 -15.707622 12.786517  0.100
H -5.439473 -17.390371 19.759867  0.112
H -8.843776 -26.289560 10.793688  0.080
H -2.913438 -16.357012 16.674775  0.100
H -11.218862 -27.810098 9.781914  0.133
H -1.465584 -15.836499 15.902084  0.087
H -7.698461 -19.135384 14.787417  0.091
H 2.532606 -24.003855 12.316631  0.085
H 0.316821 -15.184621 17.656737  0.161
H -2.410315 -24.606369 12.562395  0.101
H 0.660033 -21.398299 12.323895  0.149
H -9.806673 -25.701054 9.549313  0.091
H 1.441065 -21.338686 10.864291  0.159
H -9.422839 -19.419931 15.293573  0.106
H -0.106746 -23.676167 10.633640  0.145
H -11.317051 -27.165642 13.254137  0.149
H 0.544350 -23.317913 13.695069  0.142
H -2.305473 -23.537832 11.177204  0.096
H -1.508664 -17.309608 16.744469  0.086
H -4.286914 -17.085671 20.953871  0.090
H 1.974989 -24.899112 10.952182  0.085

Atoms 1-2, force components in eV/Å:
0.493 0.387 -0.008
1.547 -0.675 -0.533



A structure of composition C6H18Br2IMnO3 in a non-equilibrium geometry. Source: OMol25; level of theory: ωB97M-V/def2-TZVPD.

Computed properties:
F_max: 1.6 eV Å⁻¹
Spin multiplicity: 7
Charge: -2
Calculated total energy: -7061.9549 Ha

Last column: Mulliken spin population.
Geometry (Å):
I -0.227967 -4.036443 1.010124  0.041
Br 3.598331 -1.976667 0.534920  0.018
Br 1.179804 -1.088947 3.646128  -0.037
Mn 0.977197 -1.450897 1.046829  5.217
O 1.495008 0.888836 0.822065  -0.434
O -0.964884 -0.248313 1.241685  -0.536
O 0.650491 -1.234180 -1.127658  -0.766
C 1.934408 1.703288 -0.284350  1.235
C -2.255830 -0.645194 0.866593  0.025
C -0.042780 -0.354372 -2.019137  0.652
C -1.158324 -1.144198 -2.742732  0.119
C 2.971392 2.607593 0.338973  -0.083
C -3.279009 -0.068258 1.808669  0.292
H -3.187685 1.007854 1.956126  -0.194
H 3.572890 3.164297 -0.379637  -0.134
H 1.116586 2.230061 -0.776038  -0.489
H -3.121860 -0.481255 2.805083  0.041
H 3.688555 2.073639 0.962403  0.055
H -2.377998 -0.315367 -0.165099  -0.158
H 2.442963 1.091435 -1.029412  0.490
H -0.451679 0.489922 -1.464090  0.405
H -1.060458 0.684935 1.445444  0.247
H -2.429337 -1.719143 0.798597  0.139
H -0.734855 -2.023553 -3.228040  0.004
H 0.672660 0.069338 -2.723921  -0.182
H -1.898885 -1.532868 -2.043727  0.076
H 1.356452 -1.641038 -1.635278  0.093
H 2.408178 3.315645 0.946887  -0.018
H -4.274500 -0.261966 1.409191  -0.117
H -1.692899 -0.568398 -3.498223  -0.292
H 1.094033 1.464215 1.477625  0.290

Atoms 1-2, force components in eV/Å:
-0.110 0.014 -0.143
-0.356 0.106 -0.291